1.
C26H35N5O3 | ωB97M-V with the def2-TZVPD basis set

Summary:
SMILES: CCn1c(=O)c(CCC(=O)NCCN2CCOCC2)c(C)c2c(C)nn(-c3cccc(C)c3)c21
Energy relative to the best compared isomer or geometry (same formula, charge and spin) in kJ/mol: 40.2
Calculated total energy in eV: -41124.2423
Frontier orbital gap in eV: 8.6
HOMO energy in eV: -7.94

```
! RIJCOSX wB97M-V def2-TZVPD def2/J DEFGRID3
* xyz 0 1
H -4.90 -0.31 -0.93
H 0.39 3.78 3.06
H -3.84 -0.74 2.92
H 3.87 -1.06 -2.24
C 5.31 -3.35 -2.50
H 3.96 -0.33 0.60
H 5.93 -2.45 -2.50
H -4.63 1.02 -2.09
C 3.74 -0.23 1.66
C 4.06 -3.13 -1.71
H -1.68 0.42 3.17
N 1.67 -0.42 -0.99
O 0.88 1.19 3.36
H 0.61 1.44 -4.13
C -0.06 2.49 0.14
O -3.45 2.68 1.91
C -3.43 -0.11 2.12
H -1.10 -0.80 -1.75
C -2.87 -1.04 1.05
H -2.28 1.22 -1.36
C -1.83 -1.31 -1.11
H 5.89 -4.18 -2.10
H -0.82 4.30 1.88
C -2.58 2.15 2.58
C 0.22 1.94 -3.24
C 2.30 -3.99 -0.30
H -3.70 -2.40 -1.41
C 0.08 2.39 1.49
H -2.62 -2.37 -2.83
H 1.84 -4.81 0.23
C 3.48 -4.18 -1.00
C 1.20 0.40 -0.02
C -4.15 0.20 -1.56
C -2.99 0.71 -0.71
N -2.23 -0.37 -0.08
H 3.94 -5.15 -1.00
H 2.09 -1.62 1.67
N 1.37 0.08 -2.21
H -1.35 -2.18 -0.66
H -4.25 0.50 1.72
H -0.87 1.95 -3.30
H -2.03 3.76 3.85
H -2.09 -1.67 1.50
C 0.54 1.46 -0.65
C 0.78 1.30 2.14
C -0.44 3.44 2.44
C 3.45 -1.89 -1.69
H 5.06 -3.58 -3.54
H -3.69 -1.71 0.75
C 0.69 1.19 -2.04
H 0.74 -2.60 0.22
H 2.11 -0.48 3.04
H -1.09 2.27 4.12
H -0.93 3.45 -1.57
C -1.54 2.91 3.37
H 4.41 -0.90 2.21
N 1.37 0.33 1.32
C 1.68 -2.75 -0.29
O -3.69 -0.69 -2.56
C 2.28 -1.69 -0.96
H 0.58 2.97 -3.23
N -2.47 0.80 2.69
H -0.25 4.55 -0.37
C -0.80 3.62 -0.50
H 3.95 0.79 1.97
H -3.33 1.42 0.04
H -1.78 3.72 -0.05
C -3.00 -1.78 -2.00
C 2.29 -0.59 1.97
*
```



2.
C26H35NO5 | ωB97M-V with the def2-TZVPD basis set

Summary:
SMILES: CCOC(=O)C1(CCOc2ccccc2)CCN(Cc2ccc(OC)c(COC)c2)CC1
Energy relative to the best compared isomer or geometry (same formula, charge and spin) in kJ/mol: 53.0
Calculated total energy in eV: -39257.2171
Frontier orbital gap in eV: 8.9
HOMO energy in eV: -8.13

```
! RIJCOSX wB97M-V def2-TZVPD def2/J DEFGRID3
* xyz 0 1
H -3.16 -4.52 -0.06
C -7.12 3.09 0.55
H 4.95 5.21 -0.92
C 5.18 0.91 0.02
H 5.70 4.85 0.66
C -6.30 2.72 -0.50
C -2.24 -1.50 0.39
C -2.44 0.69 -0.70
H -3.54 0.08 -2.47
H 6.61 4.56 -0.85
H -1.93 1.46 -1.29
C 4.08 -1.62 -0.21
C -0.99 -1.10 -1.79
O -2.61 -2.60 -0.26
H 0.38 -1.93 1.05
H 7.09 -1.46 2.64
H -7.70 2.71 2.58
H -2.68 1.13 0.27
C -7.06 2.42 1.76
H 5.75 -2.32 0.92
N 1.25 -1.63 -0.79
C -5.40 1.66 -0.35
C 0.13 -2.13 -1.56
C 3.42 -0.54 -0.78
H -4.64 0.19 1.04
H 3.64 -2.60 -0.29
H 1.69 0.24 -1.74
C -3.73 0.31 -1.42
C 5.61 4.53 -0.39
C 7.69 -0.98 1.86
H -2.97 -3.63 1.49
C 5.27 -1.45 0.48
C -1.48 -0.50 -0.47
H 8.00 -1.73 1.13
H 0.49 -2.49 -2.52
H -5.02 -2.34 1.03
C -3.35 -3.58 0.46
C -5.33 0.99 0.87
H -6.10 0.85 2.85
C 2.13 -0.74 -1.52
H -5.21 -3.14 -0.54
H -0.29 -2.98 -1.01
H -7.81 3.91 0.41
O -4.66 1.37 -1.46
H 2.35 -1.23 -2.48
H -0.61 -0.29 -2.42
C -4.84 -3.26 0.48
C -6.17 1.38 1.91
H -1.81 -1.58 -2.32
H 8.57 -0.53 2.32
H -6.34 3.22 -1.45
H 5.91 2.51 1.24
C 5.81 2.27 0.16
H -4.19 -0.58 -0.96
C 5.83 -0.19 0.60
C -0.27 0.00 0.34
H -5.38 -4.07 0.96
H 1.66 -0.71 1.02
H 3.51 1.59 -1.08
O 5.04 3.25 -0.49
H 0.16 0.87 -0.15
C 0.79 -1.10 0.48
O 7.00 0.09 1.26
H 6.83 2.24 -0.25
H -0.60 0.30 1.34
C 3.99 0.72 -0.65
O -2.52 -1.29 1.55
*
```



3.
C26H35O2Y | ωB97M-V with the def2-TZVPD basis set

Summary:
Energy relative to the best compared isomer or geometry (same formula, charge and spin) in kJ/mol: 71.5
Calculated total energy in eV: -32666.4831
Frontier orbital gap in eV: 6.4
HOMO energy in eV: -6.16

```
! RIJCOSX wB97M-V def2-TZVPD def2/J DEFGRID3
* xyz 0 1
C 1.31 -2.68 -0.73
H 0.34 -3.03 -1.11
H 0.01 0.03 -3.15
H -5.51 4.25 -1.72
H 1.74 -1.75 3.90
H 1.64 2.33 -2.71
C 2.19 -3.71 -0.22
H 3.96 -2.64 -0.79
H -4.89 2.76 -2.37
H -2.80 -1.46 0.20
C -2.97 4.85 -2.70
C 3.59 -3.54 -0.28
Y 0.36 -1.06 1.03
C -4.77 3.46 -1.53
C 2.84 -1.35 2.00
C -0.43 1.30 -0.26
O -2.29 3.09 -1.53
H 1.78 -2.00 -1.46
C 4.47 -4.46 0.29
C -3.38 4.08 -1.42
H 0.62 -5.05 0.43
C -0.69 -2.97 2.35
H -2.12 5.19 -0.02
C 1.49 0.27 2.92
O -0.16 0.01 -1.05
C 2.93 -0.21 1.17
H -2.41 -0.08 2.52
H -2.57 5.84 -2.49
C -3.18 4.91 -0.15
H -1.43 1.64 -0.58
H 3.57 -0.10 0.29
H -5.03 2.98 -0.58
H 1.58 -0.14 -2.22
H -0.07 -3.79 2.72
H 0.53 3.29 -0.43
H -0.50 1.13 0.86
C 2.12 0.82 1.76
H -1.42 -3.79 0.39
H -0.71 -1.51 4.05
H -3.66 4.80 -3.55
C 1.70 -4.89 0.41
H 0.84 0.82 3.60
H -3.52 4.30 0.69
C 0.74 1.92 -2.22
C -1.02 -1.77 3.04
H 5.54 -4.27 0.24
C 1.96 -1.07 3.08
H -0.89 4.22 -2.73
C -1.90 3.77 -2.76
C -1.39 -2.96 1.10
H 3.42 -2.27 1.89
H 4.66 -6.30 1.42
H 1.64 1.92 -0.28
H -2.06 3.07 -3.58
C 0.61 0.39 -2.29
C 2.58 -5.81 0.98
C 0.68 2.24 -0.72
C 3.97 -5.60 0.94
C -2.12 -1.73 1.00
C -1.90 -1.00 2.22
H 2.18 -6.69 1.48
H 2.12 1.88 1.50
H -0.19 2.31 -2.68
H -3.75 5.85 -0.17
*
```



4.
C26H35O5SSm | ωB97M-V with the def2-TZVPD basis set

Summary:
⟨S²⟩: 8.765
Calculated total energy in eV: -66504.9623
Frontier orbital gap (spin up / spin down) in eV: 7.9 / 7.9
HOMO energy (spin up / spin down) in eV: -7.73 / -7.77

```
! RIJCOSX wB97M-V def2-TZVPD def2/J DEFGRID3
* xyz 0 6
H -0.04 3.37 -2.84
H 1.19 5.95 -0.17
H 1.27 -3.51 0.39
C -1.06 -4.40 1.89
C -2.56 -0.41 -1.34
O -3.19 -2.92 1.88
C -1.45 7.05 1.40
C 1.83 -1.59 1.41
C 1.33 2.38 -1.46
H 2.60 0.53 1.43
S -1.86 -2.88 2.44
H -0.67 3.26 0.29
O 0.49 1.67 -0.47
C -0.07 -5.00 2.66
C 0.47 -6.23 2.28
H -1.25 7.59 2.33
H 3.33 2.30 -0.54
H -0.32 5.85 -1.04
O -0.38 4.88 0.87
H -2.43 -4.65 0.23
C -0.04 -6.90 1.15
H -1.45 2.42 -1.09
H 0.64 1.42 -3.29
H -2.95 -2.43 -0.43
Sm -0.31 -0.50 0.18
C 1.58 1.63 -2.77
H -3.49 0.12 -1.13
H -0.65 -3.17 -1.62
H -0.80 7.90 -0.45
C -1.07 -2.17 -1.60
C 2.52 3.02 -0.79
H 2.15 2.27 -3.47
C -0.35 7.36 0.39
H 0.18 -8.52 -0.25
H 0.16 -9.01 1.49
H 1.89 -2.23 -1.88
H 1.29 -6.66 2.87
H 0.47 7.89 0.87
C 0.10 5.96 -0.03
C -1.49 0.04 -2.16
C -1.60 -5.07 0.78
H 1.60 -8.26 0.76
H -1.48 0.96 -2.76
C 1.86 -1.79 -0.88
H 0.62 4.43 -1.43
C -1.38 5.51 1.70
C 0.29 3.46 -1.77
C 2.32 -0.49 -0.54
C -0.51 2.77 -0.68
C 1.55 -2.47 0.32
H -1.09 5.32 2.75
H 2.08 0.66 -2.71
O -1.66 -2.76 3.87
H 0.25 -1.09 -3.06
C 0.50 -8.25 0.76
H 2.97 3.78 -1.45
C -2.29 -1.77 -0.98
H 1.76 -1.84 2.46
H 0.24 -4.51 3.58
H -2.36 5.02 1.57
H 2.91 0.15 -1.20
O -1.02 -1.82 1.72
C -1.07 -6.31 0.41
H 2.11 3.57 0.09
H -1.47 -6.80 -0.49
C 2.27 -0.34 0.88
H -2.44 7.31 0.99
C -0.57 -1.05 -2.34
*
```



5.
C26H36Cl5CuN7SSi | ωB97M-V with the def2-TZVPD basis set

Summary:
⟨S²⟩: 0.755
Calculated total energy in eV: -163943.2062
Frontier orbital gap (spin up / spin down) in eV: 7.7 / 7.3
HOMO energy (spin up / spin down) in eV: -7.20 / -7.16

```
! RIJCOSX wB97M-V def2-TZVPD def2/J DEFGRID3
* xyz 0 2
C -2.66 -0.88 -0.65
H -2.57 -1.95 -0.68
H 1.66 1.52 1.47
H -2.79 -1.26 4.21
C -0.37 -4.38 -2.63
C 3.10 -0.64 -1.42
H 1.06 2.22 3.63
H 2.26 0.54 2.83
H 1.80 0.98 -3.82
Cl -1.14 -4.83 -4.10
S -0.03 1.88 -0.55
Cl 0.21 -7.00 -2.35
C 3.65 -1.01 -3.66
C -1.57 1.15 -0.56
C -0.35 -3.05 -2.20
H -1.57 0.39 5.39
C 1.81 0.50 1.84
H 3.74 0.43 0.93
H -1.80 5.38 1.20
H 1.02 1.05 4.98
H -5.11 4.05 -1.29
H 6.02 -2.07 -0.61
N -1.53 -0.81 2.60
C -2.77 1.88 -0.59
C -2.51 -0.41 3.58
N 2.67 -0.55 -2.71
Cl 1.71 -6.18 0.24
H 0.90 0.48 -2.38
H -4.59 5.43 -0.36
Cl -1.15 -1.89 -3.21
C 0.84 -3.65 -0.27
C -3.88 -0.25 -0.74
C 0.24 -2.63 -1.01
C -3.93 1.14 -0.69
C 0.24 -5.35 -1.86
H -1.35 -2.89 2.81
C -1.89 4.50 -2.06
C 2.83 -0.20 0.93
H -3.41 -0.04 3.08
N 0.57 -0.24 1.83
H 6.08 -0.30 -0.52
C -1.84 4.30 1.10
H -2.35 3.91 1.98
C 5.42 -1.17 -0.44
Cu 0.36 -0.68 -0.31
C -4.54 4.35 -0.41
N 2.33 -0.35 -0.42
H -2.41 4.19 -2.96
H -4.78 -0.84 -0.85
H 3.31 -1.94 -4.14
H 0.92 -0.56 -3.82
H -4.89 1.64 -0.73
C 1.51 0.12 -3.21
H -0.87 4.15 -2.13
H 5.01 -1.22 0.56
C -1.64 -2.13 2.07
C -0.40 -0.04 2.65
H 3.80 -0.26 -4.45
N -1.53 -0.19 -0.55
C 0.41 1.69 4.32
H -2.68 -2.30 1.79
N 4.39 -1.13 -1.45
H -1.88 5.58 -2.03
N -0.59 0.94 3.61
H -5.05 3.96 0.46
H 5.65 -0.43 -2.98
C 0.88 -4.99 -0.68
H 5.37 -2.18 -2.97
H -1.00 -2.23 1.19
H -0.10 2.42 4.94
C -1.81 0.70 4.36
H 3.06 -1.17 1.38
H -2.40 1.62 4.42
H -0.83 3.92 1.11
C 4.89 -1.21 -2.80
Cl 1.57 -3.29 1.25
Si -2.73 3.77 -0.50
*
```



6.
C26H36F7N5O31 | ωB97M-V with the def2-TZVPD basis set

Summary:
SMILES: O=C1OC[C@@H](F)O1.O=C1OC[C@@H](F)O1.O=C1OC[C@@H](F)O1.O=C1OC[C@@H](F)O1.O=C1OC[C@@H](F)O1.O=C1OC[C@@H](F)O1.O=C1OC[C@@H](F)O1.C[N+](=O)[O-].C[N+](=O)[O-].C[N+](=O)[O-].C[N+](=O)[O-].C[N+](=O)[O-]
Energy relative to the best compared isomer or geometry (same formula, charge and spin) in kJ/mol: 121.9
Calculated total energy in eV: -117477.9874
Frontier orbital gap in eV: 9.5
HOMO energy in eV: -10.37

```
! RIJCOSX wB97M-V def2-TZVPD def2/J DEFGRID3
* xyz 0 1
O -5.44 28.56 -17.36
O -3.07 24.90 -19.93
H -3.92 26.98 -15.75
N -4.86 28.28 -23.71
H -4.41 20.22 -15.49
H -7.66 28.18 -18.95
N 1.84 25.22 -22.16
O -5.14 29.41 -23.38
H -7.12 27.57 -16.72
C -2.83 20.88 -14.15
H -2.46 26.24 -14.98
O 0.81 27.51 -15.41
O -0.04 21.76 -17.04
O -1.88 28.82 -14.25
C -4.75 27.27 -22.60
H -0.10 19.95 -16.05
N -3.02 19.80 -19.02
F 2.96 27.89 -16.04
C -3.20 27.05 -14.94
H 1.75 25.97 -13.64
C 0.54 26.32 -15.93
C 2.17 27.53 -15.02
O -4.91 22.22 -11.84
O 0.56 30.10 -19.30
N -0.77 21.51 -21.69
H 0.08 19.92 -17.82
H -3.81 27.45 -22.09
H -0.41 20.30 -23.23
O 2.57 29.12 -19.16
H 3.32 25.69 -14.56
C -6.80 27.52 -18.88
C 2.31 26.06 -14.57
C -8.39 23.53 -21.25
H -2.09 20.22 -22.71
C -4.40 21.60 -12.72
C -0.71 28.28 -18.80
O -5.22 24.85 -20.42
C -1.07 20.23 -22.36
O -10.66 21.61 -22.85
O 1.90 24.70 -23.25
C 0.42 20.40 -16.90
H -4.02 20.47 -20.67
H 2.16 20.74 -15.71
H -7.17 21.77 -21.10
H -0.88 30.30 -17.86
H -6.95 26.59 -19.42
H 2.31 28.18 -14.15
H -0.27 25.26 -22.17
C 0.53 25.18 -21.43
H -3.56 27.02 -13.92
H -4.68 26.35 -23.18
C -6.33 27.46 -17.45
C -4.35 24.60 -19.66
O -2.46 28.80 -16.32
O -0.53 22.49 -22.39
O -5.66 28.10 -19.54
F -1.12 27.80 -20.02
F -3.15 24.06 -16.66
C -2.24 24.59 -18.83
H -9.04 24.13 -20.60
H -5.65 27.23 -22.01
H -1.53 30.17 -19.51
N -2.45 28.32 -15.20
H -1.90 25.35 -18.13
C -5.01 28.85 -18.61
C -4.16 20.13 -14.43
H -4.61 21.12 -18.98
O -4.44 23.86 -18.52
O 2.75 25.79 -21.62
H 0.47 24.20 -20.98
H 0.50 26.01 -20.74
H -4.23 19.11 -14.06
F 2.56 19.51 -17.29
F -2.65 21.79 -15.16
O -0.71 21.55 -20.47
H -1.95 20.23 -14.12
C -4.30 20.31 -19.63
F -5.64 26.30 -17.22
O 1.55 25.47 -15.65
O -9.08 23.19 -22.43
O -3.08 21.57 -12.96
H -1.30 27.85 -18.00
F -7.96 22.15 -19.33
O -0.47 25.98 -16.47
H -4.99 19.46 -19.62
O -9.31 21.47 -21.06
C -8.11 22.13 -20.69
O 0.66 28.00 -18.68
C -9.79 22.05 -22.18
C -0.75 29.82 -18.83
C 1.91 20.57 -16.76
O -2.65 20.29 -17.98
H -0.83 19.40 -21.71
H -1.41 23.92 -19.06
C -3.14 23.68 -17.99
C 1.39 29.07 -19.08
O 2.15 21.76 -17.46
H -7.47 24.08 -21.45
O -5.08 20.88 -13.61
H -2.91 22.61 -17.94
O 0.90 23.50 -18.15
O -4.19 29.66 -18.87
C 0.97 22.44 -17.63
O -4.77 27.89 -24.85
O -2.40 18.99 -19.67
*
```